{
  "formula": "C5H13NS3",
  "method": "the ωB97M-V functional and the def2-TZVPD basis",
  "symbols": ["C", "C", "C", "S", "C", "S", "C", "S", "N", "H", "H", "H", "H", "H", "H", "H", "H", "H", "H", "H", "H", "H"],
  "coordinates": [[1.059601, 2.301351, -1.025745], [-0.111877, 1.534936, -0.427275], [0.226589, 0.057108, -0.139986], [0.441725, -0.665454, -1.877217], [1.444964, -0.171098, 0.769797], [1.276487, 0.775983, 2.262249], [-1.134022, -0.584091, 0.634213], [-1.069598, -2.303619, 0.797903], [-1.991885, -2.609512, -0.569021], [1.220514, 1.863631, -2.001410], [0.781963, 3.289332, -1.133636], [1.867222, 2.075366, -0.312017], [-0.882941, 1.514730, -1.122657], [-0.506215, 2.050653, 0.558123], [-0.484402, -1.652174, -1.572679], [1.669842, -1.226155, 0.979191], [2.419006, 0.005567, 0.396412], [1.950350, 0.070931, 3.226878], [-2.113837, -0.283633, 0.331729], [-0.923702, -0.184767, 1.604422], [-2.099995, -3.501123, -1.071010], [-3.039788, -2.357963, -0.308265]],
  "forces_ev_per_a": [[-0.11, -2.79, 1.18], [0.59, 0.59, 3.03], [-2.12, -0.15, -0.47], [-0.60, -0.92, 1.49], [0.10, -1.69, 0.03], [0.03, 0.79, 1.70], [3.60, 1.21, -0.75], [0.46, -1.66, 1.05], [-4.76, 0.34, -0.95], [0.57, 0.04, -0.26], [-0.04, 2.25, -0.05], [0.31, 0.89, -0.73], [-1.74, 0.05, -1.03], [0.76, -0.89, -1.76], [0.75, 0.62, -0.67], [-1.18, -0.16, 0.22], [0.67, 1.16, -1.37], [-0.29, 0.03, -0.91], [-0.32, 0.54, -0.69], [-0.38, 0.17, 0.88], [1.02, 0.27, 0.92], [2.68, -0.68, -0.87]],
  "homo_ev": -8.195,
  "lumo_ev": 0.52,
  "de_lowest_ev": 1.673,
  "smiles": "CC[C@@](S)(CS)CSN",
  "total_energy_ev": -39389.702,
  "spin_multiplicity": 1,
  "fmax_ha_per_bohr": 0.0946
}

{
  "formula": "C24H29Cl2N4O10Rb",
  "method": "the ωB97M-V functional and the def2-TZVPD basis",
  "symbols": ["Rb", "C", "O", "C", "O", "N", "N", "H", "H", "H", "H", "H", "H", "O", "C", "C", "C", "C", "C", "C", "C", "C", "N", "H", "H", "H", "H", "H", "H", "H", "H", "H", "H", "H", "C", "C", "C", "O", "C", "O", "O", "H", "H", "H", "H", "H", "H", "H", "Cl", "C", "Cl", "C", "O", "O", "H", "O", "C", "N", "C", "O", "C", "C", "C", "C", "C", "C", "H", "H", "H", "H"],
  "coordinates": [[0.029627, -0.029005, 0.081401], [-0.971254, 2.144247, 5.804027], [-1.616171, 2.124728, 4.534226], [-0.916934, 1.748104, 3.431189], [-1.512224, 1.354382, 2.462169], [0.440497, 1.962443, 3.500308], [1.216986, 1.275963, 2.554822], [-1.770688, 2.235373, 6.537003], [-0.313421, 3.014672, 5.899931], [-0.422000, 1.214646, 5.968554], [0.814945, 1.923591, 4.434569], [1.628264, 0.460148, 2.995436], [1.896209, 1.896980, 2.125877], [-1.968022, 1.875811, -1.220144], [-3.159537, 1.579388, -1.900457], [-2.951408, 0.913093, -3.259626], [-2.059203, -0.330542, -3.221967], [-2.615225, -1.469762, -2.413624], [-3.259029, -2.549623, -3.015855], [-3.720594, -3.591598, -2.230105], [-3.530977, -3.533691, -0.859456], [-2.890310, -2.418558, -0.336834], [-2.454447, -1.412817, -1.088341], [-1.317152, 2.288268, -1.826770], [-3.762985, 2.488071, -2.054859], [-3.731622, 0.920253, -1.243325], [-2.485827, 1.636784, -3.936018], [-3.937338, 0.667842, -3.675126], [-1.097041, -0.068767, -2.789926], [-1.871047, -0.677398, -4.240017], [-3.366055, -2.576093, -4.093489], [-4.205966, -4.446688, -2.686871], [-3.852120, -4.333872, -0.205720], [-2.698799, -2.331431, 0.729247], [-1.031701, -3.685089, 3.968628], [-0.079442, -2.579274, 3.517853], [1.106878, -3.165368, 2.764652], [-0.783926, -1.701332, 2.646409], [0.423064, -1.795704, 4.769871], [0.986282, -2.448491, 5.660224], [0.202450, -0.548682, 4.741322], [-1.390641, -4.240013, 3.096835], [-1.891933, -3.247340, 4.479322], [-0.522004, -4.364269, 4.651347], [0.759550, -3.715114, 1.886434], [1.672550, -3.832517, 3.415653], [1.768873, -2.373521, 2.410090], [-0.781581, -0.844887, 3.113534], [1.542749, -4.774736, -2.741808], [2.321415, -3.166354, -2.887090], [4.071475, -3.321208, -2.600321], [1.598786, -2.152611, -1.934266], [0.582299, -1.667021, -2.468369], [2.081575, -1.965636, -0.813201], [2.192397, -2.862167, -3.918161], [3.007858, 2.874173, 0.577142], [2.509201, 2.977382, -0.536558], [1.232010, 2.674995, -0.904553], [1.076978, 2.961515, -2.215126], [0.045429, 2.854158, -2.884090], [2.380501, 3.472709, -2.794372], [2.748257, 3.857216, -4.065121], [4.068306, 4.267085, -4.256244], [4.971083, 4.284899, -3.197125], [4.581698, 3.891588, -1.916300], [3.275965, 3.487621, -1.744040], [2.035128, 3.829710, -4.879679], [4.401792, 4.569545, -5.242306], [5.992135, 4.601787, -3.376134], [5.275416, 3.892026, -1.084678]],
  "forces_ev_per_a": [[-0.14, 0.10, 0.07], [0.01, 0.05, -0.01], [-0.06, -0.02, 0.07], [0.12, -0.02, -0.16], [-0.01, 0.00, 0.04], [-0.07, 0.03, 0.06], [-0.04, -0.03, -0.07], [0.00, -0.01, 0.01], [0.01, 0.00, 0.00], [-0.01, -0.01, 0.00], [0.01, -0.02, 0.00], [0.02, 0.03, 0.02], [0.03, -0.02, 0.01], [0.03, -0.02, -0.06], [-0.01, -0.02, -0.03], [-0.01, 0.01, 0.03], [-0.07, -0.01, 0.11], [-0.01, -0.03, 0.03], [0.00, 0.01, -0.01], [0.00, 0.01, -0.04], [0.01, 0.01, 0.04], [-0.03, -0.03, -0.01], [0.05, 0.03, -0.01], [-0.02, 0.02, 0.01], [0.00, 0.00, 0.01], [0.01, -0.01, 0.00], [0.00, 0.00, 0.00], [0.00, 0.00, -0.01], [0.07, -0.01, -0.08], [0.02, 0.00, 0.00], [0.00, 0.00, 0.00], [0.00, 0.00, 0.01], [0.00, 0.00, 0.00], [0.01, 0.01, 0.00], [0.02, 0.02, -0.04], [-0.05, -0.05, 0.09], [0.03, -0.01, -0.01], [-0.04, 0.00, -0.09], [0.01, 0.07, -0.02], [0.00, -0.02, 0.00], [0.02, -0.03, 0.00], [0.00, 0.00, 0.00], [0.00, -0.01, 0.01], [0.00, 0.00, 0.01], [0.00, 0.00, 0.00], [0.00, 0.00, 0.00], [0.00, 0.01, 0.00], [0.02, -0.01, 0.03], [-0.01, -0.01, 0.00], [-0.02, 0.01, 0.00], [0.02, 0.01, 0.01], [0.00, -0.01, 0.05], [0.00, 0.00, -0.05], [0.07, -0.05, -0.01], [-0.01, 0.00, 0.00], [0.00, 0.00, -0.01], [0.00, -0.02, 0.03], [0.03, -0.02, 0.01], [-0.03, 0.04, -0.03], [0.02, 0.00, 0.01], [0.02, -0.02, 0.02], [-0.01, 0.01, 0.00], [0.00, 0.00, 0.00], [0.00, 0.00, -0.01], [0.00, 0.00, 0.02], [0.00, 0.01, -0.05], [0.00, 0.00, 0.00], [0.00, 0.00, 0.00], [0.00, 0.00, 0.00], [0.00, 0.00, 0.00]],
  "homo_ev": -3.408,
  "lumo_ev": 3.95,
  "de_lowest_ev": 0.096,
  "total_energy_ev": -77500.431,
  "spin_multiplicity": 1,
  "charge": -2,
  "fmax_ha_per_bohr": 0.0039
}

{
  "formula": "HgIO2V",
  "method": "the ωB97M-V functional and the def2-TZVPD basis",
  "symbols": ["Hg", "O", "V", "O", "I"],
  "coordinates": [[1.824721, 4.755575, -4.211117], [-1.525108, -2.465613, 0.629357], [-0.717873, -1.496201, 1.696473], [-0.921167, -2.365331, 3.073242], [1.339427, 1.571570, -1.187955]],
  "forces_ev_per_a": [[-0.12, -0.46, 0.44], [3.04, 3.91, 3.22], [-4.26, -7.52, 1.35], [1.07, 3.47, -4.40], [0.27, 0.60, -0.62]],
  "homo_ev": -16.995,
  "lumo_ev": -13.18,
  "de_lowest_ev": 3.263,
  "total_energy_ev": -42032.666,
  "spin_multiplicity": 1,
  "charge": 2,
  "fmax_ha_per_bohr": 0.1702
}